[1]
Here is a structure of composition C19H20BrN2O3Pt at a distorted geometry from OMol25. Energies are from ωB97M-V with the def2-TZVPD basis set.

Last column: Löwdin charge in e.
Positions of all 46 atoms, in Å:
Pt  -0.790  2.233  -0.706  0.72
O  1.969  0.416  -4.866  0.08
C  1.846  -0.553  -3.939  -0.27
C  1.889  -1.913  -4.255  0.00
C  1.751  -2.867  -3.266  -0.07
C  1.577  -2.489  -1.943  -0.08
C  1.524  -1.145  -1.620  -0.04
C  1.688  -0.177  -2.595  -0.09
C  1.607  1.322  -2.239  -0.42
O  0.344  1.730  -2.435  -0.28
N  2.030  1.563  -0.865  0.13
N  1.115  1.308  0.087  -0.03
C  1.494  1.259  1.375  -0.15
C  0.687  0.871  2.357  0.08
Br  -1.268  3.769  1.002  0.03
C  -0.108  0.467  3.307  0.01
C  -0.094  -0.844  3.949  -0.22
C  -1.219  -1.290  4.646  -0.03
C  -1.171  -2.471  5.358  -0.06
C  0.003  -3.211  5.402  -0.06
C  1.117  -2.792  4.687  -0.06
C  1.069  -1.623  3.956  -0.03
H  2.089  0.044  -5.750  0.13
H  2.012  -2.211  -5.288  0.12
H  1.770  -3.914  -3.525  0.11
H  1.500  -3.227  -1.159  0.11
H  1.366  -0.859  -0.590  0.09
H  2.316  1.875  -2.887  0.17
H  3.002  1.365  -0.640  0.18
H  2.518  1.560  1.610  0.14
H  -0.836  1.169  3.703  0.15
H  -2.125  -0.704  4.629  0.12
H  -2.039  -2.813  5.899  0.11
H  0.053  -4.110  5.995  0.11
H  2.029  -3.370  4.717  0.11
H  1.938  -1.275  3.417  0.11
C  -4.166  2.352  -0.157  -0.08
O  -3.698  2.523  -1.481  -0.09
C  -2.550  2.070  -1.886  -0.25
C  -2.370  2.241  -3.350  -0.04
H  -4.069  3.301  0.377  0.06
H  -3.611  1.566  0.368  0.08
H  -5.221  2.086  -0.230  0.10
H  -3.092  2.956  -3.751  0.10
H  -2.526  1.275  -3.834  0.11
H  -1.349  2.537  -3.583  0.07

Summary:
E_LUMO	-5.94	eV
Kohn-Sham gap	5.19	eV
HOMO	-11.13	eV
charge	+1


[2]
Here is the ion CH8N3 with charge +1 at a distorted geometry from OMol25. Energies are from ωB97M-V with the def2-TZVPD basis set.

Last column: Löwdin charge in e.
Positions of all 12 atoms, in Å:
N  -0.201  0.176  1.582  0.01
N  0.145  -0.777  0.577  -0.19
C  0.587  -0.285  -0.701  -0.24
N  -0.545  0.562  -1.117  0.14
H  0.372  0.221  2.359  0.06
H  -1.098  -0.115  1.936  0.09
H  0.906  -1.656  0.934  0.24
H  1.484  0.380  -0.588  0.14
H  0.824  -1.203  -1.466  0.20
H  -0.246  1.261  -1.844  0.18
H  -0.790  1.257  -0.275  0.21
H  -1.438  0.180  -1.397  0.16

Summary:
E_LUMO	-3.60	eV
Kohn-Sham gap	10.45	eV
HOMO	-14.05	eV
structure (SMILES)	NNC[NH3+]
charge	+1
relative energy (zero: lowest compared OMol25 entry of this formula, charge and spin)	3.397	eV


[3]
Here is an isolated molecule of C20H31N5O4 from OMol25. Energies are from ωB97M-V with the def2-TZVPD basis set.

Last column: Löwdin charge in e.
Positions of all 60 atoms, in Å:
C  2.502  -0.965  0.668  -0.03
N  1.488  -1.671  -0.108  -0.09
C  0.135  -1.121  -0.103  -0.11
C  -0.796  -1.882  0.838  -0.34
O  -0.231  -1.999  2.137  -0.02
C  -2.139  -1.187  1.005  -0.12
N  -2.021  0.125  1.600  0.09
C  -1.992  1.255  0.842  -0.47
O  -2.120  1.230  -0.374  0.05
C  -1.792  2.517  1.577  -0.12
C  -1.677  2.796  2.956  -0.10
N  -1.506  4.088  3.174  0.09
N  -1.511  4.653  1.953  -0.15
C  -1.282  6.082  1.817  -0.10
C  0.142  6.394  1.411  -0.30
C  0.611  6.048  -0.021  -0.15
C  1.406  7.373  -0.027  -0.17
C  0.502  7.868  1.124  -0.14
C  -1.678  3.752  0.974  0.00
C  1.931  -2.576  -1.028  -0.45
O  3.114  -2.863  -1.120  0.06
C  0.904  -3.215  -1.946  -0.05
C  1.368  -4.588  -2.443  -0.30
C  1.431  -5.618  -1.320  -0.14
C  0.039  -6.088  -0.922  -0.18
C  -0.639  -6.748  -2.116  -0.10
C  -0.531  -5.965  -3.409  -0.49
O  -1.287  -6.167  -4.342  0.04
N  0.484  -5.060  -3.504  0.12
H  3.286  -1.658  0.962  0.09
H  2.963  -0.164  0.083  0.10
H  2.035  -0.537  1.552  0.09
H  0.205  -0.084  0.223  0.13
H  -0.288  -1.099  -1.107  0.13
H  -0.987  -2.884  0.432  0.13
H  0.617  -2.448  2.054  0.09
H  -2.619  -1.070  0.034  0.13
H  -2.775  -1.808  1.636  0.13
H  -1.762  0.179  2.569  0.13
H  -1.723  2.125  3.799  0.11
H  -1.981  6.471  1.073  0.13
H  -1.525  6.524  2.782  0.13
H  0.828  5.970  2.148  0.15
H  1.155  5.117  -0.172  0.10
H  -0.223  6.090  -0.725  0.11
H  2.431  7.223  0.311  0.10
H  1.419  7.952  -0.948  0.10
H  -0.364  8.412  0.739  0.11
H  0.954  8.448  1.926  0.10
H  -1.715  4.021  -0.068  0.14
H  -0.074  -3.303  -1.474  0.10
H  0.771  -2.548  -2.804  0.14
H  2.367  -4.468  -2.859  0.15
H  2.013  -6.478  -1.664  0.13
H  1.973  -5.186  -0.479  0.12
H  0.096  -6.790  -0.089  0.11
H  -0.563  -5.244  -0.570  0.10
H  -0.177  -7.718  -2.317  0.13
H  -1.699  -6.936  -1.949  0.12
H  0.505  -4.575  -4.388  0.15

Summary:
E_LUMO	0.48	eV
Kohn-Sham gap	9.88	eV
HOMO	-9.40	eV
structure (SMILES)	CN(C[C@@H](O)CNC(=O)c1cnn(CC2CCC2)c1)C(=O)C[C@H]1CCCC(=O)N1
relative energy (zero: lowest compared OMol25 entry of this formula, charge and spin)	0.019	eV


[4]
Here is an isolated molecule of ClH2PS3 at a distorted geometry from OMol25. Energies are from ωB97M-V with the def2-TZVPD basis set.

Last column: Löwdin charge in e.
Positions of all 7 atoms, in Å:
S  0.323  2.079  0.661  0.16
P  -0.361  0.421  0.007  -0.69
S  0.006  -0.307  -1.946  0.40
S  -0.006  -1.391  1.268  0.38
Cl  -2.371  0.526  -0.086  0.21
H  1.166  -0.103  -1.376  -0.22
H  1.242  -1.226  1.471  -0.25

Summary:
E_LUMO	-0.51	eV
Kohn-Sham gap	8.96	eV
HOMO	-9.47	eV
structure (SMILES)	S=P(S)(S)Cl
relative energy (zero: lowest compared OMol25 entry of this formula, charge and spin)	0.258	eV